110
Properties=species:S:1:pos:R:3 method="wB97M-V/def2-TZVPD" lumo_ev="1.6 / 1.5" spin_multiplicity=2 homo_lumo_gap_ha="0.181 / 0.181" s_squared=0.858 total_charge=-1
Ce 0.65694 0.44298 -0.03164
C 2.23247 -5.43979 -5.10841
C 1.19813 -5.69570 -4.21724
C 0.78604 -4.71505 -3.32862
C 1.39920 -3.46074 -3.30297
C 2.42745 -3.21443 -4.20843
C 2.84045 -4.19414 -5.10265
C 0.94817 -2.44858 -2.29874
C 1.31653 -2.70759 -0.95411
C 2.11950 -3.83926 -0.54825
C 2.16969 -3.82101 0.80855
C 1.41004 -2.67655 1.23873
C 1.15412 -2.35232 2.57103
C 1.59030 -3.33795 3.59731
C 2.48200 -2.99679 4.61229
C 2.86985 -3.93100 5.56163
C 2.36736 -5.22354 5.51816
C 1.46507 -5.57100 4.52259
C 1.08076 -4.63740 3.57355
C 0.43366 -1.22957 3.04583
N -0.10015 -0.22086 2.25955
C -0.87176 0.52326 3.07131
C -1.73798 1.67398 2.57896
C -2.83250 1.97972 3.59867
C -3.10829 3.26414 4.04779
C -4.15784 3.50961 4.92577
C -4.95636 2.47105 5.37081
C -4.69453 1.18025 4.92733
C -3.64459 0.94017 4.05926
C -2.42292 1.32502 1.25116
C -3.79163 1.23094 1.01521
C -3.93900 1.08817 -0.36528
C -2.65749 1.10103 -0.91822
N -1.72204 1.22255 0.08294
C -2.39207 1.05065 -2.36493
C -1.44443 0.14993 -2.84372
C -1.24077 -0.33986 -4.19568
C -0.33188 -1.33576 -4.13327
C 0.08097 -1.44750 -2.74941
N -0.57800 -0.52320 -2.00028
C -3.18824 1.96677 -3.21490
C -3.76756 3.12293 -2.64874
C -4.47883 4.04581 -3.39234
C -4.62770 3.89281 -4.76330
C -4.04279 2.78846 -5.36045
C -3.34783 1.85408 -4.60809
C -0.81924 0.04697 4.39835
C 0.00491 -1.05651 4.38568
N 0.94936 -1.98851 0.13442
H 2.55711 -6.20588 -5.80144
H 0.70828 -6.66218 -4.22099
H -0.02415 -4.91014 -2.63667
H 2.91129 -2.24421 -4.21268
H 3.64579 -3.98562 -5.79731
H 2.58292 -4.55315 -1.20973
H 2.68763 -4.51455 1.45085
H 2.87813 -1.98916 4.65465
H 3.56433 -3.64722 6.34302
H 2.67292 -5.95482 6.25617
H 1.05013 -6.57113 4.49079
H 0.36700 -4.90117 2.80374
H -2.50647 4.10373 3.72763
H -4.34611 4.52058 5.26674
H -5.77607 2.66455 6.05189
H -5.31736 0.35847 5.25981
H -3.44499 -0.06721 3.71948
H -4.58384 1.27771 1.74283
H -4.86244 0.95731 -0.90959
H -1.75383 -0.05760 -5.09598
H 0.01038 -1.95856 -4.94501
H -3.63892 3.30831 -1.59459
H -4.91184 4.90560 -2.89542
H -5.17392 4.61954 -5.35144
H -4.13488 2.64262 -6.43115
H -2.94954 1.00937 -5.14078
H -1.32361 0.47397 5.24887
H 0.24562 -1.69620 5.21893
N 3.08530 -0.09203 1.48398
C 4.28302 0.07734 0.66329
C 4.09806 -0.63367 -0.67305
N 2.96370 -0.03637 -1.38219
H 2.99562 0.63797 2.17996
H 3.09499 -0.98883 1.95334
H 5.19176 -0.29547 1.15151
H 4.42381 1.13957 0.45780
H 3.88840 -1.69274 -0.49832
H 5.03806 -0.56177 -1.23532
H 2.85782 -0.46222 -2.29594
H 3.14931 0.95810 -1.52064
I 0.46484 3.50916 3.79223
C -0.88590 2.89903 2.23971
H -1.48886 3.76833 1.99198
H -0.23683 2.66412 1.40505
N -0.06861 3.17396 -5.04788
N -0.00074 3.00392 -3.68609
N -0.65363 3.78821 -2.85884
C -0.32906 3.25438 -1.69419
N 0.48911 2.20263 -1.84501
N 0.69259 2.06075 -3.13310
H -1.00025 3.50088 -5.26892
H 0.13155 2.28291 -5.48303
H -0.68406 3.62005 -0.75139
C 3.67685 3.90670 1.27651
S 2.42445 3.32623 0.12872
O 1.57324 4.46679 -0.11008
O 3.15757 2.84552 -1.03351
O 1.72867 2.21643 0.83290
H 4.34080 4.56129 0.71847
H 4.21918 3.05825 1.68928
H 3.15917 4.45096 2.06296


106
Properties=species:S:1:pos:R:3 method="wB97M-V/def2-TZVPD" lumo_ev=3.7 homo_lumo_gap_ha=0.198 total_charge=-2
Cs 0.37235 -1.64933 -1.65899
O 2.25346 -1.37247 1.97123
N 1.69428 -0.48400 2.83373
C 2.56800 0.29838 3.31834
C 2.17944 1.42172 4.17137
C 3.14024 1.91087 5.05927
C 2.83274 2.88683 5.98544
C 1.55080 3.40723 6.02749
C 0.60441 2.98646 5.10810
C 0.88356 2.00788 4.15106
P -0.33030 1.59017 2.81186
C -1.47400 0.45181 3.68372
C -2.70934 0.17619 3.09795
C -3.61218 -0.67027 3.72265
C -3.27898 -1.28097 4.92268
C -2.03404 -1.05034 5.48868
C -1.13940 -0.18357 4.87682
C -1.30185 3.18753 2.86461
C -2.56208 3.42106 3.40674
C -3.13698 4.68614 3.35306
C -2.46097 5.74100 2.76127
C -1.20653 5.52058 2.20739
C -0.64532 4.25634 2.24617
H 1.62271 -2.11892 1.87342
H 3.62500 0.10603 3.13736
H 4.13883 1.48919 5.02860
H 3.58598 3.23628 6.68158
H 1.29132 4.15411 6.76820
H -0.37979 3.43117 5.13513
H -2.95358 0.61798 2.13751
H -4.57093 -0.87083 3.26019
H -3.97731 -1.95820 5.39948
H -1.75349 -1.55429 6.40571
H -0.16807 -0.00861 5.32239
H -3.09854 2.62083 3.89645
H -4.12311 4.84310 3.77455
H -2.91041 6.72589 2.72008
H -0.67489 6.33753 1.73334
H 0.32698 4.08422 1.79482
Cl 2.53515 0.37834 -1.86472
C 2.19017 1.00462 -3.45648
C 3.06850 0.68948 -4.48149
C 2.82241 1.18292 -5.75255
C 1.69609 1.96237 -5.97416
C 0.81852 2.23733 -4.93315
C 1.04404 1.78250 -3.62749
P -0.34979 1.62348 -2.19966
C 0.19813 3.13396 -1.28924
C 1.52938 3.55602 -1.24206
C 1.91198 4.63848 -0.46204
C 0.96877 5.35682 0.26063
C -0.36234 4.97544 0.19292
C -0.73989 3.87177 -0.56120
C -1.69449 2.24973 -3.29842
C -1.91494 3.59842 -3.56593
C -3.01192 4.00510 -4.31665
C -3.90376 3.06935 -4.81672
C -3.68792 1.71989 -4.57111
C -2.59398 1.31933 -3.82112
H 3.92588 0.05894 -4.28310
H 3.49799 0.94803 -6.56606
H 1.49412 2.35693 -6.96446
H -0.06940 2.81853 -5.14451
H 2.28188 3.04057 -1.81809
H 2.95770 4.92248 -0.42645
H 1.27149 6.20616 0.86270
H -1.11957 5.53332 0.73322
H -1.78391 3.59049 -0.59896
H -1.21647 4.33621 -3.19128
H -3.17149 5.06104 -4.50419
H -4.76132 3.38831 -5.39788
H -4.38267 0.98044 -4.95095
H -2.42982 0.26435 -3.63072
O 1.48352 -3.06306 -3.43627
C 1.19435 -4.06309 -2.74324
O 0.17703 -4.15543 -2.00393
C 2.13526 -5.24623 -2.84394
C 1.93140 -6.16731 -3.86376
C 2.79383 -7.24031 -4.05510
C 3.89585 -7.37107 -3.21910
C 4.10413 -6.46426 -2.19054
C 3.22308 -5.39228 -1.95932
S 3.47061 -4.33140 -0.59137
H 1.07690 -6.03385 -4.52066
H 2.60886 -7.95937 -4.84560
H 4.59825 -8.18558 -3.36937
H 4.95362 -6.56921 -1.52719
I -3.87606 1.73597 -0.33862
C -1.75032 1.09413 -0.85528
H -1.26400 1.06682 0.12869
H -1.95794 0.05977 -1.13978
C -2.26454 -4.75823 0.20456
N -1.10147 -5.58388 0.41825
C -0.74061 -6.55653 -0.61096
C 0.68994 -6.93723 -0.22488
N 1.07747 -5.88401 0.71257
C 0.03800 -5.09125 0.99300
S 0.09391 -3.76080 2.01630
H -2.19845 -4.24102 -0.75925
H -2.31364 -4.02263 1.00387
H -3.16635 -5.37503 0.22212
H -0.76023 -6.07712 -1.59396
H -1.42448 -7.40856 -0.59843
H 1.35650 -6.95671 -1.08474
H 0.73045 -7.90547 0.28390
H 1.99862 -5.41164 0.57393


121
Properties=species:S:1:pos:R:3 method="wB97M-V/def2-TZVPD" lumo_ev=-2.8 homo_lumo_gap_ha=0.312 total_charge=+1
Ba -1.19427 1.17265 -0.38413
N -1.07254 -0.59882 1.68603
S -2.09168 -0.26039 2.79159
O -2.98057 -1.24801 3.19916
O -2.57828 1.04118 2.41472
F -1.11505 0.04993 4.03309
S -0.63038 -2.16762 1.19551
O -0.68437 -2.10826 -0.24866
O -1.26057 -3.33219 1.78192
F 0.87942 -2.18115 1.69557
N -2.74170 4.18659 4.72811
C -3.77992 3.37115 4.68435
C -4.71665 3.45686 5.69825
C -4.61494 4.35062 6.76818
C -3.44909 5.12023 6.80745
C -2.50508 4.94799 5.78995
H -3.91816 2.63035 3.84678
H -5.59681 2.81153 5.59156
H -5.37201 4.35799 7.55884
H -3.23678 5.72576 7.70022
H -1.58530 5.55043 5.80522
N -4.02487 0.76739 -1.31773
C -4.87658 -0.22969 -0.92539
C -6.22092 -0.33562 -1.28984
C -6.74870 0.68212 -2.04041
C -5.88029 1.75338 -2.53410
C -4.54755 1.75201 -2.06654
H -4.48291 -1.02813 -0.29863
H -6.72779 -1.17439 -0.95944
H -7.75842 0.64962 -2.48160
H -6.34261 2.45227 -3.20373
H -3.82200 2.51872 -2.47269
N -2.62230 3.52244 -0.26485
C -3.55539 3.70400 0.63925
C -3.68988 4.84135 1.38127
C -2.85289 5.89432 1.06087
C -1.96035 5.75403 0.05401
C -1.81765 4.52151 -0.54870
H -4.27495 2.89904 0.79037
H -4.45126 4.80067 2.18882
H -2.90640 6.79263 1.64828
H -1.37625 6.61144 -0.14645
H -1.04184 4.34424 -1.34822
N -1.20072 2.08260 -3.11422
C -1.29307 3.26943 -3.78317
C -0.77874 3.37719 -5.02875
C -0.16648 2.29097 -5.63428
C -0.24709 1.07196 -4.98783
C -0.75091 0.99298 -3.70011
H -1.86189 4.06051 -3.31297
H -0.78817 4.38723 -5.45395
H 0.36728 2.40176 -6.54122
H 0.00010 0.12386 -5.42228
H -0.56838 0.13527 -3.10302
N 0.73462 2.58024 1.16234
C 0.11448 2.93481 2.27546
C 0.60424 3.84894 3.16763
C 1.85261 4.40832 2.89235
C 2.51407 4.03752 1.76140
C 1.90342 3.16965 0.91161
H -0.75744 2.39081 2.57120
H 0.04613 4.15237 4.03339
H 2.26109 5.03786 3.68604
H 3.48360 4.44890 1.48480
H 2.46180 2.93702 -0.02407
C 0.58719 -6.82178 -1.62927
C 1.82062 -6.30278 -1.90242
C 2.59474 -5.71113 -0.92344
C 2.04001 -5.48753 0.32510
C 0.70963 -5.88229 0.59191
C -0.00794 -6.50497 -0.43567
N 2.78444 -4.92607 1.40645
O 3.97700 -4.66512 1.15503
O 2.24548 -4.73370 2.47372
H 0.04178 -7.45216 -2.34308
H 2.18492 -6.47327 -2.87775
H 3.57417 -5.34983 -1.11232
H 0.23363 -5.81644 1.57815
H -1.02994 -6.78269 -0.36453
C 5.85545 -2.73976 -2.16110
C 5.16072 -2.58179 -3.35838
C 3.94011 -1.92580 -3.34367
C 3.50560 -1.33488 -2.18611
C 4.19525 -1.53120 -1.01483
C 5.42018 -2.20111 -0.99509
N 2.15439 -0.66608 -2.10486
O 1.75530 -0.27269 -1.01663
O 1.53554 -0.54752 -3.15378
H 6.81809 -3.29809 -2.20740
H 5.57219 -3.00550 -4.24772
H 3.43312 -1.92763 -4.25556
H 3.70357 -1.14576 -0.13434
H 5.97138 -2.29383 -0.04569
C -2.49971 -2.86139 -4.05921
C -1.55594 -3.48360 -3.24016
C -0.23459 -3.58460 -3.65503
C 0.08502 -3.14762 -4.91842
C -0.81883 -2.63629 -5.82188
C -2.15624 -2.47902 -5.36652
N 1.51441 -3.27539 -5.30261
O 2.08344 -2.36611 -5.92022
O 2.09397 -4.34746 -5.04485
H -3.50829 -2.73734 -3.66071
H -1.84635 -3.74814 -2.19130
H 0.51458 -3.98488 -2.99454
H -0.41766 -2.32748 -6.75906
H -2.89719 -1.93402 -5.97294
C 5.44754 -2.49003 4.68580
C 5.76569 -1.26720 5.35596
C 5.38231 -0.01844 4.77900
C 4.56949 -0.07012 3.63650
C 4.16554 -1.25837 3.06818
C 4.65666 -2.44314 3.56397
N 4.03589 1.23650 3.17316
O 3.10464 1.31057 2.43958
O 4.64066 2.24964 3.53808
H 5.62396 -3.48064 5.10057
H 6.28886 -1.30926 6.27733
H 5.66066 0.88005 5.28770
H 3.48594 -1.15753 2.25816
H 4.33489 -3.39763 3.17816


105
Properties=species:S:1:pos:R:3 method="wB97M-V/def2-TZVPD" lumo_ev="-3.4 / -3.4" homo_lumo_gap_ha="0.194 / 0.194" total_charge=+1
Mn -1.13738 -0.36026 0.05733
O -1.14086 0.51843 1.84129
C -2.24616 0.32046 1.37160
C -3.62822 0.69425 1.57649
C -4.16740 1.39928 2.64908
C -5.52214 1.67774 2.63843
C -6.31651 1.25001 1.57869
C -5.77386 0.54427 0.50858
C -4.41541 0.28069 0.49993
P -3.41916 -0.62238 -0.75519
C -4.66856 -1.20056 -1.93770
C -5.06135 -2.53628 -1.84208
C -6.12668 -3.00499 -2.60389
C -6.79096 -2.14347 -3.46365
C -6.39715 -0.81289 -3.56655
C -5.33782 -0.33623 -2.80723
C -2.57064 0.73673 -1.67356
C -2.13359 1.93005 -1.10214
C -1.49260 2.89726 -1.88604
C -1.26744 2.66988 -3.22407
C -1.67046 1.45989 -3.79942
C -2.31096 0.51009 -3.03648
H -3.53178 1.72775 3.46319
H -5.97051 2.22707 3.45787
H -7.37592 1.48219 1.58590
H -6.40549 0.20533 -0.30344
H -4.52847 -3.20285 -1.17408
H -6.43849 -4.03921 -2.52089
H -7.61514 -2.50854 -4.06504
H -6.92423 -0.14097 -4.23442
H -5.02886 0.69881 -2.88989
H -2.40445 2.20691 -0.09474
H -1.19702 3.83817 -1.43190
H -0.80414 3.43555 -3.83775
H -1.49350 1.26964 -4.85262
H -2.63091 -0.41796 -3.49074
Br 4.63945 -4.41614 4.68409
C 3.66795 -5.23175 3.28381
C 3.51162 -4.55795 2.08031
C 2.77714 -5.14130 1.06479
C 2.17369 -6.39925 1.25042
C 2.38543 -7.07664 2.45498
C 3.12599 -6.49276 3.46998
N 1.34380 -7.00098 0.30459
N 1.01868 -6.42369 -0.78918
C 0.39965 -5.22278 -0.92547
C 0.29579 -4.69684 -2.22055
C -0.07664 -3.37760 -2.45927
C -0.38472 -2.53422 -1.40362
O -0.65189 -1.25441 -1.53396
C -0.42086 -3.07902 -0.08401
N -0.81130 -2.21104 0.89201
C -0.94651 -2.66713 2.11794
C -0.76698 -4.01412 2.44479
C -0.34121 -4.89131 1.48065
C -0.10220 -4.42360 0.17732
H 3.96692 -3.58516 1.94463
H 2.66433 -4.63845 0.11154
H 1.94420 -8.05827 2.58684
H 3.28816 -7.01526 4.40395
H 0.58948 -5.34721 -3.03809
H -0.09875 -2.97454 -3.46540
H -1.22915 -1.94761 2.87753
H -0.97588 -4.35051 3.45191
H -0.21881 -5.93899 1.71613
C 4.75357 0.78759 -1.99241
C 4.63246 2.28085 -1.68112
C 3.63497 3.01203 -2.57683
C 2.16972 2.64168 -2.32692
N 1.74700 2.98304 -0.96042
C 1.59867 2.11888 0.07378
Se 1.34140 0.27699 -0.16140
N 1.55503 2.84033 1.21211
C 1.51677 2.33136 2.59792
C 2.66732 1.39880 2.98111
C 3.90298 2.12783 3.51157
C 4.65702 2.91226 2.43739
C 1.57260 4.20187 0.89598
C 1.45287 5.34211 1.68302
C 1.45093 6.56298 1.03092
C 1.56060 6.64745 -0.36317
C 1.69306 5.51096 -1.14107
C 1.70435 4.28912 -0.47847
H 5.55517 0.34028 -1.40082
H 4.98844 0.63196 -3.04972
H 3.83442 0.24890 -1.76040
H 5.60951 2.75034 -1.80950
H 4.35126 2.41918 -0.63193
H 3.85716 2.78946 -3.62453
H 3.75321 4.08933 -2.43725
H 2.00327 1.57725 -2.46096
H 1.53020 3.17713 -3.02695
H 0.56748 1.83459 2.75044
H 1.53936 3.20750 3.24205
H 2.93933 0.78333 2.12599
H 2.29440 0.72199 3.75152
H 4.57646 1.38783 3.94610
H 3.60581 2.80225 4.32179
H 4.96033 2.24702 1.62456
H 5.55847 3.36627 2.85365
H 4.04949 3.72072 2.01863
H 1.34686 5.29016 2.75965
H 1.34860 7.47133 1.61245
H 1.53090 7.61976 -0.83939
H 1.76539 5.57192 -2.22085


no.,E_tot (Ha)
1,-3892.886510
2,-4540.619589
3,-4365.759735
4,-8786.016496